[1]
Below is one molecule with the formula C5H8O, with properties calculated with wB97M-V/def2-TZVPD.

The geometry in XYZ format:
```
14
Properties=species:S:1:pos:R:3
O 1.948 0.366 -1.311
C 1.843 0.353 -0.105
C 0.553 0.025 0.598
C -0.232 -1.158 -0.035
C -1.390 -0.211 -0.418
C -0.618 0.977 0.196
H 2.719 0.607 0.528
H 0.714 -0.057 1.678
H 0.286 -1.600 -0.890
H -0.491 -1.948 0.675
H -1.561 -0.122 -1.494
H -2.345 -0.436 0.065
H -0.323 1.740 -0.529
H -1.105 1.465 1.043
```

Its HOMO energy is -9.744 eV. The net charge is 0. The energy above the lowest of the compared OMol25 structures with the same formula, charge and spin is 119.5 kJ/mol. The value obtained for the total energy is -7361.0163 eV. As for the SMILES: O=CC1CCC1. For the frontier orbital gap, the calculation gives 10.75 eV.

=====

[2]
Below is one molecule with the formula C5H8O at a distorted geometry, with properties calculated with wB97M-V/def2-TZVPD.

The geometry in XYZ format:
```
14
Properties=species:S:1:pos:R:3
C -2.313 0.987 0.562
C -1.316 0.370 -0.311
C -0.242 0.238 -0.845
C 1.197 0.464 -0.957
O 2.060 -0.513 -0.410
C 1.485 -1.579 0.322
H -1.912 1.961 0.880
H -3.267 1.151 0.061
H -2.474 0.381 1.458
H 1.121 1.422 -0.396
H 1.607 0.734 -1.932
H 1.064 -2.355 -0.337
H 2.294 -2.026 0.909
H 0.694 -1.233 0.997
```

Its HOMO energy is -9.078 eV. The net charge is 0. The energy above the lowest of the compared OMol25 structures with the same formula, charge and spin is 318.0 kJ/mol. The value obtained for the total energy is -7358.9592 eV. As for the SMILES: CC#CCOC. For the frontier orbital gap, the calculation gives 10.00 eV.

=====

[3]
Below is a 3-piece molecular cluster, C5H8O overall, with properties calculated with wB97M-V/def2-TZVPD.

The geometry in XYZ format:
```
14
Properties=species:S:1:pos:R:3
C 1.250 0.512 -0.810
C 0.723 0.402 0.584
C -0.639 1.029 0.770
O -1.528 0.280 -0.135
C -0.873 -0.736 -0.600
C 0.579 -0.780 -0.374
H 0.757 1.222 -1.480
H 2.323 0.441 -0.964
H 1.374 0.355 1.453
H -0.722 2.072 0.455
H -1.056 0.907 1.772
H -1.438 -1.350 -1.296
H -0.822 -2.290 0.446
H 0.072 -2.063 0.180
```

Its HOMO energy is -7.584 eV. The net charge is 0. The energy above the lowest of the compared OMol25 structures with the same formula, charge and spin is 620.6 kJ/mol. The value obtained for the total energy is -7355.8233 eV. For the frontier orbital gap, the calculation gives 7.99 eV.

=====

[4]
Below is one molecule with the formula C5H8O, with properties calculated with wB97M-V/def2-TZVPD.

The geometry in XYZ format:
```
14
Properties=species:S:1:pos:R:3
C -1.022 0.749 0.963
C 0.343 0.208 0.558
C 0.788 0.659 -0.862
C 0.191 -0.658 -1.356
O -0.321 -1.004 -2.386
C 0.252 -1.257 0.048
H -1.765 0.546 0.179
H -1.368 0.281 1.891
H -0.996 1.829 1.135
H 1.086 0.388 1.340
H 1.880 0.657 -0.964
H 0.383 1.585 -1.277
H 1.189 -1.806 0.195
H -0.589 -1.879 0.368
```

Its HOMO energy is -9.535 eV. The net charge is 0. The energy above the lowest of the compared OMol25 structures with the same formula, charge and spin is 78.7 kJ/mol. The value obtained for the total energy is -7361.4393 eV. As for the SMILES: CC1CC(=O)C1. For the frontier orbital gap, the calculation gives 10.48 eV.

=====

[5]
Below is C5H8O as an isolated structure at a distorted geometry, with properties calculated with wB97M-V/def2-TZVPD.

The geometry in XYZ format:
```
14
Properties=species:S:1:pos:R:3
C 1.356 -0.850 -0.785
C 0.096 -0.316 -0.166
C -0.803 0.700 -0.813
C -0.179 1.000 0.528
C -0.886 0.436 1.699
O -0.610 -1.240 0.681
H 2.069 -1.169 -0.014
H 1.125 -1.717 -1.420
H 1.834 -0.086 -1.410
H -1.872 0.490 -0.870
H -0.385 1.218 -1.675
H 0.559 1.788 0.670
H -1.973 0.577 1.723
H -0.331 -0.832 1.852
```

Its HOMO energy is -8.859 eV. The net charge is 0. The energy above the lowest of the compared OMol25 structures with the same formula, charge and spin is 533.3 kJ/mol. The value obtained for the total energy is -7356.7283 eV. For the frontier orbital gap, the calculation gives 8.93 eV.

=====

[6]
Below is one molecule with the formula C5H8O, with properties calculated with wB97M-V/def2-TZVPD.

The geometry in XYZ format:
```
14
Properties=species:S:1:pos:R:3
C -2.017 0.121 -0.086
C -0.865 -0.503 0.644
O -0.129 0.449 1.451
C 0.469 -0.070 0.295
C 1.221 0.556 -0.832
C 1.904 -0.387 0.169
H -2.252 -0.504 -0.951
H -2.893 0.200 0.566
H -1.738 1.128 -0.423
H -1.018 -1.497 1.067
H 1.432 1.621 -0.824
H 1.121 0.144 -1.845
H 2.270 -1.351 -0.177
H 2.495 0.094 0.947
```

Its HOMO energy is -9.579 eV. The net charge is 0. The energy above the lowest of the compared OMol25 structures with the same formula, charge and spin is 240.5 kJ/mol. The value obtained for the total energy is -7359.7622 eV. As for the SMILES: C[C@@H]1OC12CC2. For the frontier orbital gap, the calculation gives 10.73 eV.

=====

[7]
Below is one molecule with the formula C5H8O, with properties calculated with wB97M-V/def2-TZVPD.

The geometry in XYZ format:
```
14
Properties=species:S:1:pos:R:3
C -1.856 0.984 -0.422
C -1.550 -0.497 -0.675
C -0.102 -0.689 -0.661
C 1.082 -0.733 -0.445
C 2.422 -0.566 0.114
O 2.348 0.274 1.255
H -1.395 1.608 -1.190
H -2.930 1.188 -0.407
H -1.438 1.292 0.542
H -1.963 -1.096 0.143
H -2.002 -0.854 -1.607
H 3.104 -0.145 -0.636
H 2.831 -1.527 0.449
H 1.616 0.887 1.112
```

Its HOMO energy is -9.675 eV. The net charge is 0. The energy above the lowest of the compared OMol25 structures with the same formula, charge and spin is 210.3 kJ/mol. The value obtained for the total energy is -7360.0760 eV. As for the SMILES: CCC#CCO. For the frontier orbital gap, the calculation gives 10.57 eV.

=====

[8]
Below is one molecule with the formula C5H8O at a distorted geometry, with properties calculated with wB97M-V/def2-TZVPD.

The geometry in XYZ format:
```
14
Properties=species:S:1:pos:R:3
C 1.024 -0.736 -1.515
C -0.002 0.416 -1.438
C -1.038 0.278 -0.440
C -1.767 0.155 0.529
C -1.269 0.102 1.918
O 0.159 0.183 1.919
H 0.531 -1.712 -1.536
H 1.587 -0.620 -2.446
H 1.762 -0.745 -0.699
H 0.539 1.362 -1.278
H -0.560 0.485 -2.372
H -1.574 -0.810 2.430
H -1.598 0.959 2.494
H 0.474 -0.620 1.480
```

Its HOMO energy is -9.545 eV. The net charge is 0. The energy above the lowest of the compared OMol25 structures with the same formula, charge and spin is 302.0 kJ/mol. The value obtained for the total energy is -7359.1253 eV. As for the SMILES: CCC#CCO. For the frontier orbital gap, the calculation gives 10.39 eV.

=====

[9]
Below is one molecule with the formula C5H8O at a distorted geometry, with properties calculated with wB97M-V/def2-TZVPD.

The geometry in XYZ format:
```
14
Properties=species:S:1:pos:R:3
C 0.652 1.372 -0.078
C 0.305 -0.155 -0.094
C 1.497 -1.141 -0.015
C -0.983 -0.619 -0.030
C -2.315 0.143 0.146
O -3.359 -0.383 -0.158
H 0.407 1.953 0.864
H 1.718 1.611 -0.230
H 0.097 1.911 -0.858
H 1.643 -1.683 0.972
H 2.464 -0.552 -0.216
H 1.217 -1.966 -0.754
H -0.992 -1.734 0.107
H -2.352 1.245 0.344
```

Its HOMO energy is -9.578 eV. The net charge is 0. The energy above the lowest of the compared OMol25 structures with the same formula, charge and spin is 167.9 kJ/mol. The value obtained for the total energy is -7360.5150 eV. As for the SMILES: CC(C)=CC=O. For the frontier orbital gap, the calculation gives 9.89 eV.

=====

[10]
Below is one molecule with the formula C5H8O at a distorted geometry, with properties calculated with wB97M-V/def2-TZVPD.

The geometry in XYZ format:
```
14
Properties=species:S:1:pos:R:3
C 0.474 0.532 2.383
C 0.391 0.581 1.059
C -0.305 -0.473 0.273
C 0.100 -0.779 -1.163
C -0.303 0.308 -2.120
O -0.820 1.336 -1.737
H 1.265 1.083 2.859
H -0.091 -0.073 3.102
H 0.835 1.405 0.514
H -0.626 -1.443 0.750
H -1.361 -0.124 0.197
H 1.209 -1.031 -1.290
H -0.551 -1.559 -1.598
H -0.218 0.236 -3.229
```

Its HOMO energy is -9.221 eV. The net charge is 0. The energy above the lowest of the compared OMol25 structures with the same formula, charge and spin is 192.8 kJ/mol. The value obtained for the total energy is -7360.2572 eV. As for the SMILES: C=CCCC=O. For the frontier orbital gap, the calculation gives 10.24 eV.

=====

[11]
Below is C5H8O as an isolated structure at a distorted geometry, with properties calculated with wB97M-V/def2-TZVPD.

The geometry in XYZ format:
```
14
Properties=species:S:1:pos:R:3
C 0.379 -1.369 0.765
C 0.546 -1.863 -0.469
C 0.439 0.096 0.362
C 0.611 -0.518 -1.030
C -0.707 1.097 0.669
O 1.629 -0.109 -1.813
H 0.183 -1.992 1.627
H 0.729 -2.880 -0.797
H 1.412 0.660 0.656
H -0.920 -0.057 -1.742
H -0.314 1.718 1.560
H -1.661 0.737 0.786
H -0.801 1.714 -0.263
H 2.137 0.385 -1.135
```

Its HOMO energy is -8.914 eV. The net charge is 0. The energy above the lowest of the compared OMol25 structures with the same formula, charge and spin is 472.5 kJ/mol. The value obtained for the total energy is -7357.3583 eV. For the frontier orbital gap, the calculation gives 9.70 eV.

=====

[12]
Below is a 2-piece molecular cluster, C5H8O2 overall at a distorted geometry, with properties calculated with wB97M-V/def2-TZVPD.

The geometry in XYZ format:
```
15
Properties=species:S:1:pos:R:3
O -0.892 -2.158 1.053
C -1.231 -1.145 0.581
C -1.720 -0.049 0.018
C -0.810 1.154 0.239
C 0.425 0.474 0.792
C 1.460 0.146 0.015
O 2.271 -0.908 0.278
H -2.640 -0.125 -0.558
H -1.253 1.868 0.941
H -0.575 1.699 -0.686
H 0.410 0.118 1.813
H 1.718 0.751 -0.849
H 2.989 -0.930 -0.365
H 0.281 -0.414 -1.743
H -0.432 -0.479 -1.531
```

Its HOMO energy is -8.569 eV. The net charge is 0. The energy above the lowest of the compared OMol25 structures with the same formula, charge and spin is 373.8 kJ/mol. The value obtained for the total energy is -9405.9582 eV. As for the SMILES: O=C=CC/C=C/O.[H][H]. For the frontier orbital gap, the calculation gives 9.29 eV.

=====

[13]
Below is a 2-piece molecular cluster, C5H8O2 overall at a distorted geometry, with properties calculated with wB97M-V/def2-TZVPD.

The geometry in XYZ format:
```
15
Properties=species:S:1:pos:R:3
O -1.048 -2.343 0.861
C -1.230 -1.248 -0.033
C -0.344 -0.118 0.377
C 0.923 0.081 -0.201
C 1.630 1.335 0.053
C -0.476 2.110 -0.461
O -1.012 2.564 -1.369
H -1.727 -3.001 0.663
H -2.278 -0.911 -0.018
H -0.997 -1.545 -1.069
H -0.510 0.267 1.381
H 1.879 -0.151 0.471
H 1.103 -0.371 -1.178
H 2.511 1.586 -0.533
H 1.576 1.746 1.055
```

Its HOMO energy is -7.648 eV. The net charge is 0. The energy above the lowest of the compared OMol25 structures with the same formula, charge and spin is 475.6 kJ/mol. The value obtained for the total energy is -9404.9024 eV. For the frontier orbital gap, the calculation gives 8.18 eV.

=====

[14]
Below is one molecule with the formula C5H8O2, with properties calculated with wB97M-V/def2-TZVPD.

The geometry in XYZ format:
```
15
Properties=species:S:1:pos:R:3
O -2.254 -0.010 -1.403
C -2.154 -0.181 -0.206
C -0.941 0.160 0.632
C 0.373 0.212 -0.137
O 0.304 0.895 -1.350
C 1.674 0.415 0.559
C 1.314 -0.968 0.083
H -3.020 -0.590 0.352
H -0.880 -0.578 1.439
H -1.177 1.123 1.112
H -0.552 0.680 -1.760
H 1.736 0.628 1.622
H 2.389 0.946 -0.065
H 1.900 -1.415 -0.714
H 1.017 -1.673 0.860
```

Its HOMO energy is -9.379 eV. The net charge is 0. The energy above the lowest of the compared OMol25 structures with the same formula, charge and spin is 150.5 kJ/mol. The value obtained for the total energy is -9408.2720 eV. As for the SMILES: O=CCC1(O)CC1. For the frontier orbital gap, the calculation gives 10.19 eV.

=====

[15]
Below is one molecule with the formula C5H8O2 at a distorted geometry, with properties calculated with wB97M-V/def2-TZVPD.

The geometry in XYZ format:
```
15
Properties=species:S:1:pos:R:3
O 3.157 0.201 0.386
C 1.963 0.124 0.277
C 0.918 -0.875 0.775
C -0.128 -0.143 -0.128
C -1.596 0.097 0.219
O -2.340 -0.666 -0.779
C 0.916 0.970 -0.447
H 0.798 -0.821 1.865
H 1.135 -1.914 0.509
H -0.450 -0.742 -1.005
H -1.891 1.154 0.190
H -1.896 -0.340 1.176
H -2.504 -0.132 -1.569
H 0.789 1.948 0.038
H 1.129 1.138 -1.507
```

Its HOMO energy is -9.578 eV. The net charge is 0. The energy above the lowest of the compared OMol25 structures with the same formula, charge and spin is 177.4 kJ/mol. The value obtained for the total energy is -9407.9932 eV. As for the SMILES: O=C1CC(CO)C1. For the frontier orbital gap, the calculation gives 10.34 eV.

=====

[16]
Below is C5H8O2 as an isolated structure at a distorted geometry, with properties calculated with wB97M-V/def2-TZVPD.

The geometry in XYZ format:
```
15
Properties=species:S:1:pos:R:3
C -1.234 -0.074 -0.285
C 0.303 -1.238 -0.361
C -0.609 1.279 -0.057
C 1.249 -0.279 0.156
C 0.778 0.969 0.427
O -2.103 -0.429 0.724
O 2.583 -0.584 0.067
H -2.431 -1.324 0.578
H 3.098 0.226 0.162
H -1.638 -0.251 -1.283
H 0.605 -1.731 -1.281
H -0.124 -1.932 0.353
H -0.618 1.877 -0.970
H -1.166 1.825 0.709
H 1.308 1.666 1.060
```

Its HOMO energy is -8.163 eV. The net charge is 0. The energy above the lowest of the compared OMol25 structures with the same formula, charge and spin is 222.5 kJ/mol. The value obtained for the total energy is -9407.5263 eV. For the frontier orbital gap, the calculation gives 9.04 eV.

=====

[17]
Below is one molecule with the formula C5H8O2, with properties calculated with wB97M-V/def2-TZVPD.

The geometry in XYZ format:
```
15
Properties=species:S:1:pos:R:3
C -1.045 -1.398 -0.748
C -0.326 1.583 0.059
O -0.616 2.676 0.730
C 0.470 0.684 0.970
C 1.187 -0.411 0.171
C 0.372 -0.927 -1.010
O 0.871 -1.024 -2.110
H -1.580 -0.749 -0.050
H -1.588 -1.435 -1.694
H -1.015 -2.406 -0.317
H -1.163 3.227 0.150
H 1.162 1.239 1.620
H -0.283 0.245 1.645
H 2.131 -0.043 -0.241
H 1.424 -1.261 0.825
```

Its HOMO energy is -8.844 eV. The net charge is 0. The energy above the lowest of the compared OMol25 structures with the same formula, charge and spin is 265.5 kJ/mol. The value obtained for the total energy is -9407.0804 eV. For the frontier orbital gap, the calculation gives 9.50 eV.